{
  "formula": "C25H44AlBBr4Cl3F3MgNO14S",
  "method": "ωB97M-V/def2-TZVPD",
  "elements": ["C", "C", "C", "C", "C", "C", "C", "C", "C", "C", "C", "C", "C", "C", "C", "N", "C", "C", "C", "O", "O", "H", "H", "H", "H", "H", "H", "H", "H", "H", "H", "H", "H", "H", "H", "H", "H", "H", "H", "H", "H", "H", "H", "H", "H", "H", "H", "H", "H", "H", "H", "H", "H", "H", "H", "H", "Al", "F", "B", "O", "C", "O", "C", "O", "O", "F", "F", "O", "S", "O", "O", "O", "C", "Cl", "Cl", "Cl", "H", "C", "C", "O", "C", "O", "O", "H", "H", "H", "H", "Mg", "Br", "O", "H", "H", "H", "C", "Br", "Br", "Br", "H"],
  "positions_angstrom": [[-4.473940, -0.968504, 2.526547], [-3.750980, -2.315560, 2.818099], [-2.435702, -2.404219, 1.998157], [-1.849296, -3.862693, 1.884823], [-1.345591, -4.280834, 3.306068], [0.050503, -4.965231, 3.328688], [1.139719, -4.209024, 2.519555], [1.408003, -4.867047, 1.133541], [2.037129, -3.858433, 0.117988], [3.351957, -3.185621, 0.614489], [3.488767, -1.687153, 0.223790], [2.585485, -1.141657, -0.899559], [3.063076, -1.761519, -2.303405], [3.873882, -0.707263, -3.167050], [3.524455, -0.760871, -4.736995], [3.817583, 0.570065, -5.266016], [3.610888, -0.923986, 1.581155], [4.179546, 0.428086, 1.100682], [5.142669, -0.127708, -0.020007], [5.940124, 0.498904, -0.513688], [4.820795, -1.446878, -0.302544], [-5.475632, -0.912178, 3.085200], [-3.881084, -0.101712, 2.846111], [-4.702735, -0.902013, 1.447138], [-4.455757, -3.143843, 2.633988], [-3.500420, -2.275234, 3.894696], [-2.659078, -2.033652, 0.980434], [-1.682311, -1.769424, 2.489729], [-2.735639, -4.520216, 1.628760], [-1.105186, -3.938871, 1.084045], [-2.070852, -5.032808, 3.697013], [-1.411801, -3.414849, 3.977773], [-0.079594, -6.009200, 2.985129], [0.370589, -5.010296, 4.385455], [0.976311, -3.127140, 2.424909], [2.089297, -4.322050, 3.087998], [0.454971, -5.194434, 0.680540], [2.055973, -5.790615, 1.192836], [2.278602, -4.445005, -0.789289], [1.231438, -3.163559, -0.148437], [4.194719, -3.746839, 0.152709], [3.516446, -3.284501, 1.703800], [2.666908, -0.049228, -1.034406], [1.507600, -1.324218, -0.737255], [3.644254, -2.687886, -2.161257], [2.132761, -1.952054, -2.865030], [4.960247, -0.898630, -3.088793], [3.678581, 0.332008, -2.860701], [2.470921, -1.051621, -4.852019], [4.178909, -1.478075, -5.253748], [4.789413, 0.784677, -5.086058], [3.251827, 1.245811, -4.771527], [4.521298, -1.390347, 2.009132], [2.754365, -0.931584, 2.265993], [3.389556, 1.086323, 0.696813], [4.698511, 1.071961, 1.820614], [3.544736, -6.499945, 1.247077], [-5.616119, -0.753834, 4.626650], [0.891684, 5.347091, -4.552642], [1.516936, 5.958302, -3.331313], [2.294264, 5.033625, -2.783619], [2.947945, 5.188269, -1.787266], [2.223332, 3.777455, -3.606711], [2.814187, 2.761064, -3.377679], [1.412825, 3.961414, -4.616610], [1.269229, 6.029968, -5.731095], [-0.498414, 5.336606, -4.422042], [0.045424, -0.105940, -4.970769], [-0.665903, -0.112219, -3.688867], [-2.111307, -0.111447, -3.927762], [-0.305657, 1.088147, -2.927480], [-0.280136, -1.309774, -2.931445], [2.265506, 9.862787, -3.867085], [3.640980, 10.851177, -4.360192], [0.804414, 10.882826, -3.698172], [1.953080, 8.591808, -5.012864], [2.494551, 9.413788, -2.906809], [-9.530250, -2.989468, 2.613140], [-8.767861, -2.040419, 3.495808], [-7.607390, -2.805719, 3.837937], [-7.433812, -3.726082, 2.878537], [-6.461604, -4.411315, 2.780408], [-8.484151, -3.783937, 2.041728], [-10.100249, -2.479484, 1.840767], [-10.201128, -3.641161, 3.175572], [-8.452697, -1.136697, 2.970636], [-9.324086, -1.754671, 4.384726], [-4.169568, -5.237077, 1.765841], [-4.602495, -0.520249, 6.470730], [-0.024499, 10.922569, -0.581166], [0.181636, 10.064387, -0.099130], [0.204259, 10.873873, -1.543978], [0.410980, 11.678761, -0.154712], [0.596627, 5.380233, 1.502120], [0.914978, 7.074308, 2.398787], [0.181082, 5.600187, -0.362185], [2.067505, 4.161802, 1.773460], [-0.271313, 4.937444, 1.971056]],
  "atomic_forces_ev_per_a": [[-0.924, -0.743, -0.758], [0.447, 1.405, 0.443], [-0.307, -0.845, -0.701], [-0.467, 1.514, 1.566], [-0.199, -0.951, -0.764], [-0.462, 0.698, 0.441], [0.929, -1.832, 0.241], [-0.930, 2.212, -0.605], [0.433, -1.300, 0.376], [-0.042, -0.543, -0.960], [0.329, 0.458, 0.804], [-0.082, -0.817, -0.834], [-0.581, 1.452, 0.122], [-0.233, -1.403, -0.769], [0.790, 0.571, 1.652], [-0.431, -0.698, -0.583], [0.874, 0.966, -0.634], [-0.659, -0.621, -0.257], [-5.359, -1.645, 3.545], [5.005, 2.648, -3.181], [0.474, 0.232, 0.291], [1.424, -0.208, -1.516], [-0.133, -0.279, -0.149], [0.240, 0.157, 0.343], [0.213, 0.287, 0.136], [-0.256, -0.560, -0.354], [0.330, 0.026, 0.407], [-0.191, -0.016, -0.439], [3.105, 1.325, -0.510], [-0.335, -0.045, 0.169], [0.321, 0.420, 0.069], [0.293, -0.250, -0.164], [0.282, 0.438, 0.001], [-0.158, -0.124, -0.428], [-0.140, -0.337, -0.158], [-0.412, 0.361, -0.122], [0.557, -0.404, 0.246], [-2.195, 0.898, 0.272], [-0.294, 0.522, 0.058], [0.381, -0.074, 0.090], [-0.234, 0.434, 0.080], [-0.358, 0.125, -0.402], [0.117, -0.448, 0.477], [0.460, 0.014, -0.025], [-0.311, 0.281, -0.094], [0.405, -0.283, 0.222], [-0.425, 0.248, 0.230], [-0.070, -0.452, 0.116], [0.297, 0.315, -0.251], [-0.351, -0.018, 0.196], [0.029, 0.127, -0.030], [-0.009, 0.305, -0.039], [-0.870, -0.188, 0.486], [0.145, 0.006, -0.309], [0.409, -0.391, -0.280], [0.226, -0.604, -0.088], [2.009, -0.686, -0.009], [1.541, 0.603, 4.937], [-0.968, 0.260, -1.168], [0.140, -0.492, -0.066], [0.226, 1.212, 0.628], [0.160, -0.060, 0.037], [-0.375, -0.928, -0.915], [0.473, -0.455, 0.485], [0.118, 0.370, 0.344], [-0.082, -0.115, 0.678], [0.448, 0.177, 0.109], [0.398, 0.091, 0.208], [-0.087, -0.226, -0.089], [-0.119, 0.035, 0.435], [-0.084, 0.262, -0.222], [-0.087, -0.309, -0.063], [0.653, -0.637, -0.558], [-0.134, 0.099, 0.181], [-0.483, 0.340, 0.654], [-0.054, 0.149, 0.170], [-0.104, 0.094, 0.027], [-0.560, 0.073, -0.102], [-0.245, 0.503, 0.172], [0.071, -0.224, -0.144], [-0.620, 0.354, -0.026], [0.796, -0.474, -0.168], [0.299, -0.012, 0.187], [0.149, -0.138, -0.158], [0.080, -0.036, -0.004], [0.062, -0.061, -0.006], [0.200, -0.101, 0.126], [-2.994, -1.586, 0.189], [-1.885, -0.388, -3.028], [-0.026, -1.089, 0.981], [-0.220, 0.825, -0.586], [0.294, -0.132, -1.003], [0.133, 0.162, 0.096], [-0.054, -0.208, -0.235], [-0.022, -0.047, -0.096], [-0.110, 0.166, 0.295], [-0.091, 0.172, -0.038], [0.057, 0.091, 0.074]],
  "lowdin_charge": [-0.096, -0.260, -0.194, -0.251, -0.198, -0.183, -0.180, -0.281, -0.176, -0.129, -0.422, -0.085, -0.137, -0.156, -0.251, 0.006, -0.101, -0.052, -0.491, 0.221, 0.014, 0.056, 0.085, 0.087, 0.022, 0.096, 0.119, 0.119, -0.152, 0.099, 0.088, 0.111, 0.117, 0.115, 0.131, 0.106, 0.123, -0.197, 0.121, 0.116, 0.109, 0.096, 0.120, 0.101, 0.103, 0.083, 0.105, 0.091, 0.084, 0.102, 0.067, 0.028, 0.128, 0.121, 0.110, 0.122, 1.131, -0.551, -1.065, 0.120, -0.476, 0.071, -0.412, 0.127, 0.244, 0.065, 0.139, -0.155, 0.252, -0.185, -0.158, -0.249, -1.506, 0.554, 0.567, 0.698, 0.019, -0.102, -0.106, 0.063, -0.568, -0.002, 0.085, 0.140, 0.139, 0.138, 0.140, 0.845, 0.562, 0.294, 0.214, 0.055, 0.186, -1.611, 0.515, 0.701, 0.586, -0.034],
  "e_homo_ha": -0.28809,
  "orbital_gap_ev": 1.7,
  "energy_ev": -406219.3602,
  "charge": 1,
  "molar_mass_g_mol": 1159.76
}